Entry from OMol25: a cluster of 7 separate species, C21H50BNO20P in total (ωB97M-V/def2-TZVPD).

XYZ file:
```
94
Properties=species:S:1:pos:R:3:mulliken_charge:R:1
C 1.2331 1.5387 0.7873 -0.76
O 1.4928 0.2563 0.2698 -0.26
B 2.6972 0.0188 -0.4208 0.47
O 3.0901 0.9780 -1.3411 -0.48
P 3.6038 -1.7602 -0.1125 0.44
C 5.1341 -1.0015 0.8146 -1.36
C 5.8607 0.0992 0.0510 -0.14
N 5.7089 1.4475 0.6543 -0.80
H 1.1607 2.3235 0.0211 0.29
H 0.2805 1.5203 1.3187 0.19
H 2.0148 1.8360 1.4953 0.27
H 2.4077 1.6515 -1.4820 0.23
H 4.3478 -1.6494 -1.4005 -0.13
H 4.1309 -3.1453 0.0792 -0.39
H 2.8445 -1.8904 1.1700 -0.23
H 2.4092 -2.3610 -0.8453 -0.09
H 4.7735 -0.6233 1.7829 0.46
H 5.7934 -1.8494 1.0355 0.33
H 5.4659 0.1151 -0.9739 0.16
H 6.9307 -0.1174 -0.0292 0.35
H 5.3704 2.0907 -0.0507 0.31
H 4.9774 1.3976 1.3538 0.26
C -1.5007 -0.7990 0.4915 -0.69
O -2.3926 0.0336 -0.2809 -0.25
C -2.9862 -0.5708 -1.2971 0.66
O -2.9210 -1.7335 -1.5932 -0.57
O -3.7209 0.3483 -1.9484 -0.04
C -4.4269 -0.1586 -3.0844 -0.85
H -1.1298 -0.1575 1.2816 0.13
H -2.0449 -1.6449 0.9064 0.36
H -0.6666 -1.1404 -0.1152 0.33
H -5.1225 -0.9426 -2.7877 0.35
H -3.7305 -0.5633 -3.8166 0.32
H -4.9594 0.6944 -3.4961 0.24
C 5.8536 -7.4830 3.5586 -0.59
O 5.1517 -6.3739 3.0021 -0.32
C 4.3772 -6.6772 1.9521 0.75
O 4.2473 -7.7899 1.4968 -0.58
O 3.7958 -5.5746 1.5265 -0.30
C 2.9213 -5.7480 0.4003 -0.62
H 6.4250 -7.0762 4.3881 0.20
H 5.1639 -8.2464 3.9153 0.28
H 6.5197 -7.9292 2.8212 0.30
H 2.1166 -6.4268 0.6809 0.36
H 3.4745 -6.1628 -0.4400 0.31
H 2.5547 -4.7574 0.1463 0.13
C 9.0927 -9.9883 6.7468 -0.60
O 8.1036 -10.4322 7.6843 -0.32
C 6.8748 -10.5196 7.1762 0.83
O 6.5649 -10.2749 6.0398 -0.54
O 6.0467 -10.9238 8.1385 -0.33
C 4.6805 -11.0419 7.7203 -0.62
H 10.0249 -9.9689 7.3022 0.21
H 9.1581 -10.6775 5.9071 0.29
H 8.8463 -8.9956 6.3750 0.28
H 4.5902 -11.7685 6.9152 0.29
H 4.3034 -10.0807 7.3767 0.30
H 4.1399 -11.3738 8.6009 0.21
C -2.4514 6.5253 -5.4237 -0.75
O -2.2013 6.0719 -4.0898 -0.37
C -2.8993 4.9853 -3.7400 0.80
O -3.6852 4.4088 -4.4482 -0.56
O -2.5858 4.6706 -2.4916 -0.35
C -3.2701 3.5119 -1.9823 -0.50
H -1.8288 7.4060 -5.5526 0.24
H -2.1825 5.7569 -6.1459 0.35
H -3.5028 6.7812 -5.5491 0.32
H -3.0347 2.6359 -2.5785 0.22
H -4.3455 3.6813 -1.9822 0.32
H -2.9028 3.3791 -0.9702 0.26
C -9.9543 3.2594 -1.1507 -0.64
O -8.5670 3.0913 -0.8457 -0.31
C -8.2132 1.8320 -0.5785 0.76
O -8.9563 0.8839 -0.5758 -0.56
O -6.9108 1.8085 -0.3232 -0.26
C -6.3827 0.5091 -0.0195 -0.53
H -10.0792 4.3206 -1.3420 0.21
H -10.2255 2.6768 -2.0294 0.30
H -10.5713 2.9450 -0.3107 0.30
H -6.5466 -0.1696 -0.8543 0.24
H -6.8565 0.1032 0.8723 0.40
H -5.3214 0.6641 0.1426 0.08
C -3.5750 8.9222 -2.6053 -0.32
O -4.5038 9.9327 -3.0258 -0.33
C -3.9837 10.8566 -3.8253 0.80
O -2.8468 10.8963 -4.2208 -0.55
O -4.9385 11.7398 -4.1275 -0.33
C -4.5080 12.7935 -4.9945 -0.63
H -4.1501 8.2374 -1.9903 0.23
H -3.1616 8.3990 -3.4629 0.04
H -2.7654 9.3635 -2.0277 0.32
H -4.1591 12.3894 -5.9432 0.30
H -3.7034 13.3632 -4.5333 0.29
H -5.3833 13.4180 -5.1432 0.21
```

Calculated values
Largest force on an atom, eV/Å: 0.3
E_LUMO, eV: 1.742
Total charge: -1
HOMO-LUMO gap, eV: 4.608

Entry from OMol25: a structure of composition C8H4 (ωB97M-V/def2-TZVPD).

XYZ file:
```
12
Properties=species:S:1:pos:R:3:mulliken_charge:R:1
C 0.2666 -1.5356 0.4780 -0.58
C 1.4531 -1.0009 0.1777 0.44
C 1.0327 1.3734 0.6945 -0.47
C 2.0070 0.0750 -0.3343 -0.88
C -0.5097 -0.6572 -0.2952 -0.31
C -0.1988 1.2125 0.4362 -0.03
C -1.3914 0.4813 0.1869 -0.15
C 0.6356 0.3783 -0.7762 0.47
H 0.1327 -2.4710 0.9543 0.44
H -1.8052 0.8522 -0.7402 0.18
H -2.0986 0.4491 1.0084 0.37
H 0.4758 0.8430 -1.7901 0.49
```

Calculated values
Largest force on an atom, eV/Å: 2.4
E_LUMO, eV: -0.479
HOMO-LUMO gap, eV: 7.809
Energy relative to the best compared isomer or geometry (same formula, charge and spin), kJ/mol: 622.3

Entry from OMol25: a cluster of 2 separate species, C4H11N2O in total (ωB97M-V/def2-TZVPD).

XYZ file:
```
18
Properties=species:S:1:pos:R:3:mulliken_charge:R:1
O 2.3396 -1.1848 0.0549 -0.42
C 1.5324 -2.0883 -0.0788 0.10
C 0.0669 -1.9317 -0.5250 -0.53
N -0.0643 -0.6785 -1.2998 -0.30
H 1.7770 -3.1570 0.0980 0.35
H -0.1622 -2.7417 -1.1822 0.40
H -0.6218 -1.9802 0.3127 0.29
H -0.8270 -0.7606 -2.0004 0.36
H -0.2078 0.2138 -0.6792 0.36
H 0.7948 -0.4854 -1.8124 0.37
C -0.6944 2.6053 0.1976 -0.88
C -0.3866 0.8435 1.6732 -0.27
N -0.5523 1.1389 0.4211 -0.30
H -0.0080 2.8594 -0.6025 0.28
H -0.5410 3.1807 1.1170 0.38
H -1.7134 2.7419 -0.1859 0.29
H -0.8211 -0.0971 2.0777 0.23
H 0.0893 1.5219 2.4139 0.28
```

Calculated values
Largest force on an atom, eV/Å: 3.4
E_LUMO, eV: -3.492
Total charge: +1
HOMO-LUMO gap, eV: 10.873
Energy relative to the best compared isomer or geometry (same formula, charge and spin), kJ/mol: 294.5

Entry from OMol25: the ion O5PS with charge -1 (ωB97M-V/def2-TZVPD).

XYZ file:
```
7
Properties=species:S:1:pos:R:3:mulliken_charge:R:1
O 0.7270 -1.5893 1.8296 -0.62
O 1.5779 0.6297 0.8696 -0.59
O -1.0174 0.5213 0.4617 -0.46
O -1.6749 0.7940 -2.1135 -0.57
O 0.3328 -0.6381 -0.8740 -0.39
P 0.6468 -0.4638 0.8984 1.00
S -0.5921 0.7462 -1.0718 0.62
```

Calculated values
Largest force on an atom, eV/Å: 4.6
E_LUMO, eV: 3.935
Total charge: -1
HOMO-LUMO gap, eV: 9.409
Energy relative to the best compared isomer or geometry (same formula, charge and spin), kJ/mol: 134.4

Entry from OMol25: a cluster of 10 separate species, C24H43Cl3N4O15 in total (ωB97M-V/def2-TZVPD).

XYZ file:
```
89
Properties=species:S:1:pos:R:3:lowdin_spin:R:1
C -20.4539 0.1221 15.7340 0.01
C -19.1440 0.7744 15.5394 0.00
N -18.0944 1.2872 15.3732 0.00
H -20.5401 -0.4544 16.6550 0.00
H -20.7138 -0.6054 14.9650 0.00
H -21.2670 0.8450 15.6680 0.00
C -17.7077 -7.7152 20.6387 0.00
C -18.4265 -6.6762 19.9028 0.00
N -19.0518 -5.8400 19.4088 0.00
H -16.7580 -7.4486 21.1026 0.00
H -17.5179 -8.4969 19.9032 0.00
H -18.2600 -8.2950 21.3781 0.00
C -17.2440 0.0578 18.1330 0.00
C -17.0893 -0.1782 19.6313 0.00
N -16.9384 -0.3761 20.7885 0.00
H -16.4520 -0.4436 17.5768 0.00
H -17.3136 1.1164 17.8828 0.00
H -18.2408 -0.2908 17.8628 0.00
C -21.3596 3.3745 19.3852 0.00
C -21.9723 4.6915 19.4545 0.00
N -22.4216 5.7383 19.4360 0.00
H -22.0690 2.5491 19.4443 0.00
H -20.5796 3.3743 20.1466 0.00
H -20.9439 3.3115 18.3795 0.00
C -20.9110 -6.5548 15.2837 0.00
O -20.5167 -6.2230 13.9086 0.00
C -19.8685 -7.0467 13.1811 0.00
O -19.7863 -8.2428 13.3345 0.00
O -19.3272 -6.2869 12.1344 0.00
C -18.7398 -6.9426 11.0534 0.00
H -20.2753 -7.3652 15.6403 0.00
H -21.9444 -6.8980 15.2334 0.00
H -20.7198 -5.7785 16.0245 0.00
H -17.7650 -6.4770 10.9086 0.00
H -19.1577 -6.8095 10.0556 0.00
H -18.6077 -8.0215 11.1350 0.00
C -15.4759 -1.5913 15.2016 0.00
O -15.9424 -2.8993 15.1024 0.00
C -16.8887 -3.3886 15.9548 0.00
O -17.3780 -2.8104 16.8712 0.00
O -17.0813 -4.6431 15.5961 0.00
C -17.8596 -5.5415 16.4103 0.00
H -16.2112 -0.8764 14.8323 0.00
H -14.5970 -1.5556 14.5577 0.00
H -15.1998 -1.2534 16.2004 0.00
H -17.5519 -5.5577 17.4558 0.00
H -17.7895 -6.5574 16.0213 0.00
H -18.8904 -5.2035 16.5166 0.00
C -24.8236 -3.8142 16.8362 0.01
O -24.1283 -5.0436 16.6224 0.00
C -23.4037 -5.7268 17.5750 0.00
O -22.9196 -6.8562 17.3922 0.00
O -23.3486 -5.0047 18.8098 0.00
C -22.6293 -5.5574 19.8759 0.00
H -25.4260 -3.4674 15.9966 0.00
H -24.0048 -3.1005 16.9271 0.00
H -25.3631 -3.7805 17.7828 0.01
H -21.7024 -5.9758 19.4835 0.00
H -23.1424 -6.3540 20.4146 0.00
H -22.4814 -4.7209 20.5589 0.00
C -20.6983 -3.1509 18.4968 0.00
O -21.3003 -2.7544 19.7224 0.00
C -21.7994 -1.5467 19.7819 0.00
O -21.8177 -0.7059 18.8784 0.00
O -22.3908 -1.3752 20.9436 0.00
C -22.9469 -0.0682 21.2456 0.00
H -19.7830 -2.6027 18.2734 0.00
H -21.5179 -2.9879 17.7970 0.00
H -20.4382 -4.2086 18.4542 0.00
H -23.5592 0.3801 20.4631 0.00
H -22.1385 0.6617 21.2893 0.00
H -23.3892 -0.0077 22.2400 0.00
C -22.7966 -1.9544 24.9408 0.00
O -23.9786 -2.2048 24.1543 0.00
C -24.3910 -3.4738 23.8938 0.00
O -23.8773 -4.5047 24.3107 0.00
O -25.4260 -3.4010 23.0169 0.00
C -26.0807 -4.5396 22.5013 0.01
H -22.4355 -0.9724 24.6350 0.00
H -21.9826 -2.6209 24.6556 0.00
H -22.9246 -2.1110 26.0119 0.00
H -25.3772 -5.1946 21.9874 0.00
H -26.8212 -4.1788 21.7874 0.01
H -26.5584 -5.1412 23.2747 0.00
C -26.4832 -0.4084 19.2136 0.20
Cl -26.1141 -2.0643 19.7589 0.20
Cl -25.1637 0.0475 18.1400 0.18
Cl -26.5686 0.7615 20.6053 0.31
H -27.4310 -0.4310 18.6757 0.03
```

Calculated values
Largest force on an atom, eV/Å: 4.0
E_LUMO (spin up / spin down), eV: 1.687 / 1.685
2S+1: 2
Total charge: -1
HOMO-LUMO gap (spin up / spin down), eV: 1.763 / 8.261

- The lowest largest force on an atom belongs to which entry?
  C21H50BNO20P